# 1
Computed, not measured: a molecular structure, C25H32CaFI2N5O3S2, with ωB97M-V/def2-TZVPD.

Summary:
- Charge: 0
- Energy relative to the best compared isomer or geometry (same formula, charge and spin): 291.9 kJ/mol
- Kohn-Sham gap: 0.1453 hartree

```
71
C25H32CaFI2N5O3S2 ωB97M-V/def2-TZVPD
I 4.246 4.779 3.524
I 1.143 3.437 4.562
Ca 0.969 1.924 1.366
S 1.503 -0.500 -0.002
S 3.616 2.127 0.780
F -0.902 -0.878 -3.611
O -1.296 1.977 0.394
O -2.584 2.072 3.902
O -0.493 1.613 3.183
N 0.737 -5.309 -2.020
N -0.710 -3.385 -2.426
N 0.595 4.298 0.926
N -0.418 6.238 1.114
N -2.915 -1.613 1.456
C -2.235 0.605 2.057
C -1.866 0.918 0.708
C -1.380 -1.037 -2.358
C 2.743 4.765 5.019
C -1.768 1.538 3.165
C -2.068 -0.155 -0.260
C 1.521 -4.267 -2.767
C 3.906 0.887 -0.450
C 0.896 6.504 0.803
C -3.446 -2.900 1.896
C -0.547 4.898 1.175
C -2.080 -2.533 -0.630
C -4.734 -3.279 1.185
C 3.497 -1.152 -1.797
C 0.633 -3.011 -2.842
C 3.096 -0.143 -0.753
C -0.475 -5.741 -2.794
C -2.425 -1.434 0.176
C -1.605 0.040 -1.566
C 1.512 5.295 0.695
C -2.787 -0.593 2.353
C -1.263 -4.466 -3.195
C -1.474 -2.338 -1.849
C -1.472 7.210 1.332
C 5.242 1.062 -1.152
H 1.003 -2.254 -2.142
H -3.108 -0.811 3.364
H -1.341 1.038 -1.887
H -2.679 -3.670 1.781
H -0.122 -6.311 -3.651
H 0.668 -2.609 -3.858
H -1.959 7.030 2.288
H 1.257 7.512 0.694
H -5.100 -4.236 1.558
H -1.177 -4.299 -4.277
H -3.625 -2.808 2.966
H 3.200 4.460 5.953
H 3.438 -2.174 -1.392
H 5.937 0.251 -0.909
H 2.354 5.772 5.103
H -4.592 -3.366 0.108
H -1.052 -6.397 -2.144
H 0.410 -4.852 -1.163
H -1.034 8.205 1.345
H -2.132 -3.538 -0.232
H -5.501 -2.526 1.362
H 5.703 1.994 -0.838
H 2.541 5.053 0.481
H 1.759 -4.696 -3.739
H 2.836 -1.097 -2.668
H 1.317 -6.107 -1.770
H 4.514 -1.004 -2.158
H -1.476 4.402 1.412
H 2.440 -4.072 -2.220
H -2.317 -4.599 -2.960
H 5.142 1.095 -2.241
H -2.212 7.164 0.534
```


# 2
Computed, not measured: 2 unconnected molecules or ions with the total composition C14H16O2, with ωB97M-V/def2-TZVPD.

Summary:
- Spin multiplicity: 2
- ⟨S²⟩: 0.763
- Charge: -1
- Energy relative to the best compared isomer or geometry (same formula, charge and spin): 42.3 kJ/mol
- Kohn-Sham gap (spin up / spin down): 0.0969 / 0.2397 hartree

```
32
C14H16O2 ωB97M-V/def2-TZVPD
O 2.995 -2.849 -1.965
O -3.651 -0.667 1.685
C -2.585 -0.524 -0.382
C -1.635 0.119 -1.264
C 2.300 -1.932 -1.170
C 0.881 -1.618 0.750
C 2.742 -0.634 -1.031
C 1.413 -0.355 0.982
C -0.325 2.166 -1.897
C 1.335 -2.406 -0.284
C -2.355 1.325 1.216
C -2.890 0.104 0.811
C 2.320 0.131 0.051
C -1.452 2.024 0.297
C 1.122 0.393 2.245
C -1.231 1.421 -0.924
H -0.396 2.068 -2.986
H -0.889 2.807 0.789
H -0.215 3.215 -1.620
H 0.029 0.436 2.344
H -2.519 1.589 2.257
H -2.824 -1.574 -0.512
H 0.985 -3.421 -0.432
H -3.957 -0.213 2.466
H 2.368 -3.247 -2.559
H -1.458 -0.170 -2.282
H 3.469 -0.208 -1.713
H 2.682 1.151 0.076
H 0.102 -2.018 1.354
H 1.530 1.392 2.364
H 1.437 -0.194 3.111
H 0.672 1.692 -1.777
```


# 3
Computed, not measured: a single C20H29N3O3S molecule, with ωB97M-V/def2-TZVPD.

Summary:
- Charge: 0
- Energy relative to the best compared isomer or geometry (same formula, charge and spin): 4.2 kJ/mol
- Kohn-Sham gap: 0.3210 hartree

```
56
C20H29N3O3S ωB97M-V/def2-TZVPD
S -2.618 0.906 1.156
O 4.663 1.486 -0.315
O -4.459 -1.411 -0.681
O 4.619 1.386 1.947
N -2.307 -2.095 -0.665
N 1.220 -1.570 0.532
N 3.747 -0.292 0.704
C -2.489 1.569 -3.343
C -0.497 -3.148 1.257
C 4.348 0.906 0.870
C -2.628 -3.356 -0.032
C -2.836 0.139 -1.439
C -2.801 0.329 -2.812
C 1.731 -0.789 -0.582
C -2.882 2.560 1.862
C 3.263 -0.809 -0.551
C -2.213 2.627 -2.495
C -3.281 -1.183 -0.879
C 3.202 -0.994 1.843
C 5.336 2.740 -0.228
C -1.997 -3.403 1.356
C -0.896 -1.841 -0.813
C 4.364 3.888 0.006
C -2.249 2.454 -1.122
C -2.569 1.214 -0.587
C -0.226 -1.802 0.570
C 1.676 -0.972 1.779
H -1.966 3.143 1.825
H -0.055 -3.159 2.253
H -2.465 1.709 -4.413
H -0.017 -3.935 0.673
H 1.412 -1.237 -1.522
H -3.688 3.054 1.328
H -3.029 -0.504 -3.461
H 1.326 0.072 1.870
H 4.904 4.830 0.001
H -2.025 3.289 -0.478
H 1.277 -1.541 2.618
H -3.715 -3.429 0.023
H -0.767 -0.895 -1.338
H -2.187 -4.375 1.814
H 1.382 0.259 -0.549
H -2.458 -2.633 1.978
H 3.554 -2.030 1.818
H -0.458 -2.650 -1.410
H 3.606 3.906 -0.775
H 3.879 3.764 0.971
H -3.167 2.395 2.896
H 3.558 -0.504 2.750
H 3.604 -1.845 -0.648
H -2.240 -4.172 -0.653
H 3.667 -0.215 -1.369
H -1.968 3.598 -2.899
H 6.068 2.696 0.585
H -0.728 -1.001 1.141
H 5.850 2.848 -1.186
```


# 4
Computed, not measured: 9 unconnected molecules or ions with the total composition C17H52N4O9, with ωB97M-V/def2-TZVPD.

Summary:
- Charge: 0
- Energy relative to the best compared isomer or geometry (same formula, charge and spin): 248.4 kJ/mol
- Kohn-Sham gap: 0.3451 hartree

```
82
C17H52N4O9 ωB97M-V/def2-TZVPD
O -4.629 -4.168 1.155
O -5.730 -1.961 -0.249
O 3.902 -1.977 2.881
O 0.612 -1.247 -0.311
O -2.354 -4.589 -2.703
O -0.929 1.556 -5.197
O 4.863 4.454 0.196
O 2.098 4.119 6.038
O 1.717 -1.034 -3.026
N -0.457 -5.092 -3.762
N -0.448 -3.534 -2.264
N 3.492 0.245 -3.553
N 1.622 0.684 -4.475
C 3.692 4.644 0.995
C 0.179 3.159 4.844
C 0.152 0.649 1.331
C -4.752 -0.029 0.659
C 2.806 5.596 0.225
C -2.351 -3.826 1.753
C -3.340 -4.481 0.767
C -0.272 -0.156 0.022
C -1.598 0.870 -2.979
C 2.205 -0.095 -3.650
C 1.426 4.044 4.773
C -4.778 -0.926 -0.544
C 2.762 -2.179 1.973
C -2.080 1.460 -4.381
C 1.857 -3.254 2.593
C -1.157 -4.435 -2.871
C 3.002 3.299 1.073
H -4.329 -0.488 1.553
H 1.211 -3.538 1.762
H 2.052 1.574 -4.681
H 3.709 2.554 1.440
H -2.699 -3.802 2.786
H 0.654 0.627 -4.759
H 2.202 -1.245 1.927
H -0.214 3.149 3.828
H -1.273 -0.550 0.195
H 4.001 5.070 1.950
H -0.343 1.609 1.475
H 2.071 3.606 4.012
H -0.094 0.014 2.183
H 0.561 -3.575 -2.256
H 3.778 1.083 -4.039
H -3.261 -4.079 -0.243
H -4.101 0.813 0.422
H -5.506 -2.733 -0.773
H 0.491 -4.927 -4.071
H -1.387 -4.333 1.792
H -2.863 0.802 -4.756
H 5.527 5.060 0.534
H -4.725 -3.261 0.854
H 2.405 -4.051 3.096
H 1.229 0.816 1.339
H -1.006 -5.808 -4.215
H -1.468 -0.209 -3.061
H -3.222 -5.539 0.531
H -0.816 2.455 -5.515
H -0.991 -2.864 -1.737
H 3.867 -0.004 -2.649
H 0.432 2.181 5.255
H 1.344 -2.627 3.322
H -2.618 2.406 -4.323
H 2.521 2.949 0.160
H -0.248 0.685 -0.671
H 3.322 6.547 0.096
H -5.047 -0.434 -1.479
H 4.467 -2.737 3.042
H 1.933 5.979 0.753
H -0.676 1.421 -2.794
H 2.156 3.358 1.757
H 2.547 5.103 -0.712
H -0.530 3.690 5.479
H 3.044 -2.523 0.978
H 0.893 -1.197 -1.228
H -2.187 -2.823 1.360
H 2.540 3.287 6.226
H 1.055 5.029 4.487
H -2.268 0.936 -2.121
H -5.745 0.259 1.006
H -3.905 -1.513 -0.828
```


# 5
Computed, not measured: a molecular structure, C16H33ClP2Pb, with ωB97M-V/def2-TZVPD.

Summary:
- Charge: +2
- Energy relative to the best compared isomer or geometry (same formula, charge and spin): 0.0 kJ/mol
- Kohn-Sham gap: 0.1897 hartree

```
53
C16H33ClP2Pb ωB97M-V/def2-TZVPD
Pb 0.021 0.031 0.154
Cl -3.241 -0.543 -0.058
P -0.093 1.719 -1.710
P 0.200 -1.595 -1.820
C 0.567 1.754 -7.280
C -1.734 2.340 -1.936
C -0.173 -0.591 -3.300
C 0.363 0.825 -3.236
C 0.038 -1.538 1.542
C -0.880 -2.954 -1.788
C -2.090 0.495 0.756
C 0.537 -1.356 -7.114
C -0.735 1.797 -7.030
C 1.680 -0.513 -7.592
C -1.858 0.990 -7.610
C 1.855 -2.193 -1.993
C 0.983 3.072 -1.514
C -0.755 -1.295 -7.411
C -1.473 -0.335 -8.309
C 1.322 0.857 -8.213
H -1.737 2.945 -2.863
H -2.559 0.752 -6.787
H -2.011 2.992 -1.090
H 2.617 -1.400 -1.964
H 2.024 2.760 -1.335
H -1.418 -2.038 -6.915
H 1.209 2.461 -6.708
H 0.240 -1.152 -4.167
H -1.078 2.551 -6.297
H -0.754 -3.447 -2.772
H -1.272 -0.594 -3.412
H 2.290 -1.084 -8.312
H -2.494 1.553 -2.016
H -2.106 0.319 1.821
H 2.349 -0.334 -6.728
H 2.282 1.352 -8.483
H -1.929 -2.649 -1.691
H 0.713 -1.176 2.325
H -0.979 -1.586 1.916
H 0.360 -2.485 1.152
H 0.665 3.701 -0.670
H 1.467 0.833 -3.286
H -0.904 -0.123 -9.222
H 0.945 3.676 -2.442
H 0.851 -2.160 -6.421
H 2.085 -2.912 -1.188
H -0.645 -3.688 -0.995
H 1.921 -2.720 -2.966
H -2.440 1.609 -8.312
H -2.302 1.537 0.560
H -2.421 -0.808 -8.651
H -0.002 1.445 -4.081
H 0.790 0.709 -9.160
```


# 6
Computed, not measured: a molecular structure, C26H32N7O3RuS4, with ωB97M-V/def2-TZVPD.

Summary:
- Charge: +1
- Energy relative to the best compared isomer or geometry (same formula, charge and spin): 270.7 kJ/mol
- Kohn-Sham gap (spin up / spin down): 0.2430 / 0.2417 hartree

```
73
C26H32N7O3RuS4 ωB97M-V/def2-TZVPD
Ru -0.497 0.168 0.289
S -2.625 0.909 1.485
S 0.859 2.339 -0.718
S -2.597 4.096 -1.709
S -1.754 0.581 -2.251
O 1.031 -0.914 -0.764
O 4.325 0.426 1.479
O -1.674 -1.759 0.970
N 0.839 1.761 4.088
N -2.964 -1.679 0.938
N 0.369 -0.030 2.921
N 3.191 -1.903 0.980
N 0.036 -0.112 5.222
N 0.389 0.535 4.096
N 0.838 0.863 2.086
C -0.575 -4.666 -0.424
C 5.127 1.540 1.815
C 2.250 -2.845 1.068
C 0.459 -4.315 0.389
C 0.621 -2.123 -0.712
C 3.870 -0.775 -2.467
C -1.442 3.961 -0.290
C 3.562 -1.122 -0.109
C -3.331 1.485 -2.480
C 4.597 0.906 -0.902
C -5.060 -2.750 0.641
C 4.424 0.465 -2.205
C 0.778 1.782 -2.460
C -4.977 -0.417 1.116
C 4.181 0.116 0.158
C -5.725 -1.547 0.873
C -3.586 -0.483 1.155
C -0.591 1.727 -3.096
C 0.027 3.981 -0.687
C -3.689 -2.782 0.668
C 1.118 1.951 2.807
C 1.151 -3.082 0.240
C -0.975 -3.801 -1.460
C 3.437 -1.566 -1.421
C -3.637 2.602 -1.504
C -0.398 -2.574 -1.598
H -3.106 -3.670 0.476
H -4.087 0.707 -2.382
H 2.384 -3.530 1.901
H 4.709 2.467 1.415
H -0.711 -1.893 -2.379
H 5.061 1.863 -0.723
H -0.255 0.521 5.958
H -6.800 -1.502 0.863
H 5.132 1.581 2.903
H 0.173 4.453 -1.655
H 3.777 -1.135 -3.479
H -5.604 -3.655 0.435
H -1.679 3.047 0.261
H 0.601 4.537 0.055
H -1.069 2.706 -3.106
H 6.149 1.410 1.445
H 1.422 2.451 -3.031
H 3.740 -1.712 1.813
H 4.747 1.089 -3.022
H -0.489 1.354 -4.117
H 1.526 2.858 2.415
H 0.798 -4.990 1.161
H -0.600 -0.878 5.037
H -3.536 2.281 -0.467
H -1.078 -5.612 -0.292
H -1.769 -4.094 -2.130
H 3.030 -2.548 -1.606
H -3.328 1.855 -3.505
H -1.659 4.817 0.348
H -4.663 2.932 -1.678
H 1.241 0.793 -2.413
H -5.436 0.545 1.271
```


# 7
Computed, not measured: a single C6H10 molecule, with ωB97M-V/def2-TZVPD.

Summary:
- Charge: 0
- Energy relative to the best compared isomer or geometry (same formula, charge and spin): 198.8 kJ/mol
- Kohn-Sham gap: 0.3928 hartree

```
16
C6H10 ωB97M-V/def2-TZVPD
C 0.025 1.188 0.560
C -1.677 1.859 -1.305
C 0.400 -0.328 0.625
C -0.709 1.606 -0.634
C 1.757 -0.598 -0.051
C -0.661 -1.252 0.018
H 0.513 -0.588 1.686
H 1.716 -0.397 -1.129
H 0.890 1.794 0.846
H -0.356 -2.302 0.108
H 2.562 0.011 0.375
H -0.799 -1.038 -1.048
H -2.690 2.109 -1.509
H -1.632 -1.138 0.510
H 2.049 -1.651 0.069
H -0.781 1.568 1.210
```


# 8
Computed, not measured: a single C9H10ClNO2 molecule, with ωB97M-V/def2-TZVPD.

Summary:
- Charge: 0
- Energy relative to the best compared isomer or geometry (same formula, charge and spin): 723.1 kJ/mol
- Kohn-Sham gap: 0.3327 hartree

```
23
C9H10ClNO2 ωB97M-V/def2-TZVPD
Cl 3.490 -1.250 0.033
O -1.443 -0.764 1.486
O -3.277 -1.569 -1.029
N -2.097 0.968 0.022
C 2.387 -0.130 -0.226
C 0.425 1.808 0.021
C 2.673 1.159 -0.288
C -1.115 0.132 0.617
C 0.141 0.366 0.132
C -4.125 -0.488 -0.942
C 1.117 -0.353 0.275
C 1.806 2.013 -0.331
C -3.615 0.329 0.083
H -2.922 -1.924 -0.057
H -5.223 -0.751 -0.663
H -4.355 1.274 0.364
H 3.717 1.428 -0.761
H -3.765 -0.033 1.280
H 2.009 3.242 -0.495
H 0.817 -1.338 0.552
H -4.195 0.153 -1.793
H -0.176 2.752 -0.080
H -1.979 1.423 -0.772
```